Here is 11 unconnected molecules or ions with the total composition C66H58BNO21Si from the OMol25 dataset. Energies are from the ωB97M-V functional and the def2-TZVPD basis.

Positions of all 148 atoms, in Å:
C: -2.22 1.88 -0.99
C: -2.96 1.48 -2.28
C: -4.28 2.23 -2.52
C: -4.24 3.39 -3.54
C: -5.60 4.11 -3.54
Si: -2.80 4.62 -3.35
N: -1.39 4.04 -4.26
B: -3.25 6.51 -3.94
C: -4.44 7.39 -3.39
O: -2.45 7.08 -4.90
H: -1.15 2.02 -1.16
H: -2.59 2.82 -0.59
H: -2.35 1.11 -0.23
H: -3.20 0.42 -2.19
H: -2.30 1.56 -3.15
H: -5.03 1.52 -2.89
H: -4.66 2.61 -1.57
H: -4.12 2.94 -4.53
H: -5.86 4.50 -4.53
H: -6.39 3.39 -3.28
H: -5.66 4.91 -2.81
H: -2.40 4.67 -1.91
H: -0.62 3.78 -3.65
H: -1.59 3.21 -4.80
H: -4.84 7.04 -2.44
H: -5.25 7.42 -4.13
H: -4.08 8.42 -3.28
H: -1.50 6.96 -4.75
O: -2.86 -1.41 -0.60
C: -2.00 -2.23 -0.37
C: -2.26 -3.68 -0.56
C: -1.32 -4.58 -0.30
C: 0.02 -4.18 0.18
O: 0.88 -5.00 0.43
C: 0.28 -2.73 0.37
C: -0.66 -1.82 0.12
H: -3.25 -3.95 -0.91
H: -1.48 -5.65 -0.43
H: 1.27 -2.45 0.73
H: -0.49 -0.76 0.25
O: 0.68 -1.79 7.74
C: 0.98 -1.58 6.58
C: 2.27 -0.95 6.23
C: 2.61 -0.74 4.97
C: 1.72 -1.13 3.85
O: 2.03 -0.94 2.70
C: 0.42 -1.77 4.20
C: 0.08 -1.98 5.47
H: 2.91 -0.67 7.07
H: 3.55 -0.27 4.68
H: -0.21 -2.04 3.37
H: -0.86 -2.45 5.75
O: -0.69 -6.91 9.15
C: 0.29 -6.28 9.50
C: 1.29 -6.87 10.42
C: 2.36 -6.18 10.81
C: 2.59 -4.79 10.34
O: 3.58 -4.17 10.68
C: 1.59 -4.20 9.42
C: 0.52 -4.89 9.03
H: 1.10 -7.89 10.74
H: 3.10 -6.60 11.48
H: 1.78 -3.19 9.09
H: -0.22 -4.48 8.36
O: -0.27 -6.81 17.89
C: 0.48 -6.89 16.94
C: -0.02 -6.85 15.55
C: 0.80 -6.94 14.51
C: 2.27 -7.10 14.70
O: 3.02 -7.19 13.75
C: 2.78 -7.15 16.09
C: 1.95 -7.05 17.13
H: -1.09 -6.73 15.43
H: 0.46 -6.91 13.48
H: 3.85 -7.26 16.21
H: 2.29 -7.08 18.16
O: 0.35 7.48 -4.89
C: 0.82 7.40 -6.02
C: -0.03 7.68 -7.20
C: 0.47 7.61 -8.43
C: 1.89 7.25 -8.66
O: 2.35 7.18 -9.78
C: 2.73 6.97 -7.47
C: 2.23 7.04 -6.24
H: -1.07 7.94 -7.00
H: -0.12 7.80 -9.32
H: 3.76 6.70 -7.66
H: 2.84 6.84 -5.36
O: -4.24 -5.19 -2.21
C: -4.62 -5.04 -3.36
C: -5.49 -3.89 -3.73
C: -5.89 -3.72 -4.98
C: -5.50 -4.67 -6.06
O: -5.88 -4.52 -7.20
C: -4.63 -5.81 -5.68
C: -4.22 -5.98 -4.43
H: -5.76 -3.22 -2.93
H: -6.53 -2.90 -5.28
H: -4.36 -6.49 -6.48
H: -3.59 -6.81 -4.13
O: -12.98 -0.37 -6.69
C: -11.97 -0.79 -6.18
C: -10.94 -1.50 -6.98
C: -9.82 -1.96 -6.42
C: -9.57 -1.79 -4.97
O: -8.55 -2.21 -4.46
C: -10.60 -1.09 -4.16
C: -11.71 -0.62 -4.73
H: -11.15 -1.60 -8.04
H: -9.06 -2.48 -6.99
H: -10.39 -0.98 -3.11
H: -12.48 -0.11 -4.16
O: 1.98 -5.10 6.36
C: 2.67 -5.15 5.36
C: 2.08 -5.15 4.00
C: 2.84 -5.21 2.91
C: 4.32 -5.26 3.02
O: 5.02 -5.30 2.03
C: 4.91 -5.26 4.38
C: 4.15 -5.21 5.47
H: 0.99 -5.12 3.96
H: 2.41 -5.22 1.91
H: 5.99 -5.30 4.43
H: 4.56 -5.21 6.47
O: 4.46 6.43 -4.04
C: 5.35 6.84 -3.33
C: 6.78 6.59 -3.67
C: 7.75 7.04 -2.88
C: 7.46 7.81 -1.65
O: 8.35 8.23 -0.94
C: 6.03 8.06 -1.32
C: 5.06 7.61 -2.10
H: 6.96 6.03 -4.57
H: 8.80 6.88 -3.10
H: 5.85 8.63 -0.41
H: 4.01 7.78 -1.88
O: 7.35 5.35 -6.66
C: 8.34 4.94 -7.23
C: 9.01 5.75 -8.27
C: 10.09 5.30 -8.90
C: 10.67 3.97 -8.58
O: 11.66 3.56 -9.15
C: 9.99 3.16 -7.53
C: 8.91 3.61 -6.91
H: 8.57 6.72 -8.49
H: 10.61 5.87 -9.67
H: 10.43 2.19 -7.32
H: 8.40 3.04 -6.14

Largest force on an atom (eV Å⁻¹): 0.83
HOMO-LUMO gap (Ha): 0.2423
Net charge: 0
SMILES: CCC[C@@H](C)[Si@@H](N)B(C)O.O=C1C=CC(=O)C=C1.O=C1C=CC(=O)C=C1.O=C1C=CC(=O)C=C1.O=C1C=CC(=O)C=C1.O=C1C=CC(=O)C=C1.O=C1C=CC(=O)C=C1.O=C1C=CC(=O)C=C1.O=C1C=CC(=O)C=C1.O=C1C=CC(=O)C=C1.O=C1C=CC(=O)C=C1
HOMO (eV): -8.42

Results of the Löwdin charge analysis, in e, for atoms 1 through 2:
1 C -0.119
2 C -0.257

Here is a molecular structure, C66H71BrClN11NbO23 in a non-equilibrium geometry from the OMol25 dataset. Energies are from the ωB97M-V functional and the def2-TZVPD basis.

Positions of all 174 atoms, in Å:
C: 5.02 -1.02 0.94
C: 5.94 -0.54 -0.18
C: 5.52 0.88 -0.74
O: 4.17 1.11 -0.38
Nb: 3.31 2.88 -1.05
O: 5.09 3.47 -1.87
C: 2.72 2.00 -3.06
C: 1.51 2.48 -3.76
O: 1.14 3.53 -3.96
Cl: 0.45 1.11 -4.48
C: 4.00 3.81 0.95
C: 4.62 2.88 1.90
O: 5.75 2.87 2.08
Br: 3.54 1.61 2.95
C: 1.41 2.28 0.01
C: 0.65 1.08 -0.55
O: -0.58 0.92 0.24
C: 1.41 -0.24 -0.43
N: 0.54 -1.42 -0.75
N: 2.40 4.77 -1.41
C: 3.32 5.80 -1.91
C: 3.54 5.71 -3.42
H: 5.28 -2.08 1.14
H: 3.97 -1.02 0.69
H: 5.23 -0.51 1.88
H: 6.94 -0.45 0.26
H: 6.06 -1.25 -0.98
H: 5.62 0.81 -1.82
H: 6.22 1.58 -0.30
H: 5.69 3.84 -1.21
H: 2.65 0.92 -2.98
H: 3.56 2.17 -3.74
H: 4.72 4.59 0.71
H: 3.17 4.34 1.43
H: 1.60 2.06 1.06
H: 0.72 3.13 0.00
H: 0.31 1.19 -1.58
H: -0.29 0.42 1.01
H: 1.87 -0.33 0.56
H: 2.24 -0.23 -1.13
H: -0.25 -1.03 -1.26
H: 1.06 -1.95 -1.45
H: 2.06 5.16 -0.53
H: 2.81 6.77 -1.77
H: 4.27 5.89 -1.37
H: 4.35 6.35 -3.76
H: 3.74 4.68 -3.71
H: 2.61 5.98 -3.93
C: 0.09 -5.42 1.47
C: 0.97 -6.12 2.29
C: 2.34 -5.93 2.16
C: 2.81 -5.03 1.22
C: 1.95 -4.33 0.39
C: 0.58 -4.53 0.52
N: 4.25 -4.80 1.11
O: 5.00 -5.42 1.85
O: 4.62 -3.98 0.29
H: -0.98 -5.56 1.58
H: 0.59 -6.81 3.02
H: 3.02 -6.47 2.80
H: 2.33 -3.64 -0.34
H: -0.10 -3.98 -0.11
C: 8.53 -6.06 0.63
C: 9.76 -6.51 0.17
C: 9.98 -6.64 -1.19
C: 8.96 -6.31 -2.08
C: 7.73 -5.87 -1.63
C: 7.51 -5.75 -0.26
N: 9.21 -6.43 -3.52
O: 10.30 -6.84 -3.88
O: 8.31 -6.11 -4.27
H: 8.35 -5.95 1.69
H: 10.54 -6.75 0.87
H: 10.94 -6.98 -1.55
H: 6.94 -5.62 -2.32
H: 6.56 -5.40 0.10
C: -7.49 -4.92 2.01
C: -6.61 -5.63 2.83
C: -5.25 -5.43 2.73
C: -4.77 -4.51 1.81
C: -5.63 -3.80 0.98
C: -6.99 -4.01 1.09
N: -3.33 -4.27 1.71
O: -2.59 -4.92 2.44
O: -2.94 -3.44 0.91
H: -8.55 -5.08 2.10
H: -7.00 -6.34 3.55
H: -4.57 -5.98 3.36
H: -5.25 -3.09 0.26
H: -7.67 -3.46 0.45
C: -6.20 -11.24 -0.91
C: -7.49 -10.90 -0.53
C: -7.71 -10.23 0.66
C: -6.63 -9.90 1.45
C: -5.34 -10.24 1.10
C: -5.12 -10.91 -0.09
N: -6.86 -9.16 2.70
O: -8.00 -8.89 3.00
O: -5.88 -8.86 3.37
H: -6.03 -11.76 -1.84
H: -8.32 -11.16 -1.17
H: -8.72 -9.96 0.95
H: -4.50 -9.98 1.73
H: -4.12 -11.18 -0.39
C: -2.44 5.66 3.95
C: -2.61 5.31 2.62
C: -1.61 5.54 1.70
C: -0.43 6.11 2.12
C: -0.23 6.48 3.44
C: -1.25 6.26 4.36
N: 0.64 6.28 1.14
O: 0.39 5.93 0.00
O: 1.71 6.73 1.51
H: -3.23 5.47 4.67
H: -3.54 4.84 2.30
H: -1.75 5.25 0.67
H: 0.70 6.93 3.76
H: -1.11 6.54 5.39
C: -1.94 -1.90 3.35
C: -1.78 -1.26 4.57
C: -2.33 -0.01 4.78
C: -3.05 0.59 3.76
C: -3.22 -0.03 2.53
C: -2.66 -1.28 2.33
N: -3.65 1.91 3.98
O: -3.47 2.45 5.05
O: -4.30 2.39 3.07
H: -1.51 -2.88 3.19
H: -1.22 -1.74 5.36
H: -2.20 0.49 5.73
H: -3.77 0.44 1.74
H: -2.78 -1.78 1.37
C: -6.30 3.90 1.54
C: -7.24 3.54 2.49
C: -8.57 3.91 2.33
C: -8.93 4.64 1.21
C: -7.99 5.01 0.26
C: -6.67 4.63 0.43
N: -10.34 5.01 1.02
O: -11.13 4.69 1.88
O: -10.63 5.63 0.01
H: -5.27 3.61 1.67
H: -6.94 2.97 3.36
H: -9.30 3.63 3.07
H: -8.28 5.58 -0.62
H: -5.93 4.90 -0.30
C: 8.44 0.86 -7.51
C: 9.22 1.05 -6.38
C: 8.78 0.59 -5.15
C: 7.57 -0.06 -5.06
C: 6.78 -0.26 -6.18
C: 7.21 0.21 -7.41
N: 7.12 -0.58 -3.76
O: 7.83 -0.37 -2.80
O: 6.06 -1.17 -3.73
H: 8.78 1.22 -8.47
H: 10.17 1.56 -6.46
H: 9.39 0.74 -4.27
H: 5.83 -0.77 -6.10
H: 6.60 0.06 -8.29
C: -5.68 10.25 -2.90
C: -4.97 9.07 -3.11
C: -4.82 8.16 -2.07
C: -5.39 8.44 -0.84
C: -6.10 9.61 -0.62
C: -6.23 10.52 -1.66
N: -5.26 7.47 0.25
O: -4.63 6.45 0.02
O: -5.80 7.72 1.31
H: -5.79 10.95 -3.71
H: -4.53 8.86 -4.07
H: -4.27 7.24 -2.23
H: -6.53 9.83 0.34
H: -6.78 11.44 -1.50

Largest force on an atom (eV Å⁻¹): 4.90
HOMO-LUMO gap (Ha): 0.1952
Net charge: -1
HOMO (eV): -5.24

Results of the Löwdin charge analysis, in e, for atoms 1 through 2:
1 C -0.129
2 C -0.207

Here is a molecular structure, C66H76InNP4S2Si4Te from the OMol25 dataset. Energies are from the ωB97M-V functional and the def2-TZVPD basis.

Positions of all 155 atoms, in Å:
In: 1.08 0.35 -1.07
S: 2.92 -1.74 0.96
P: 1.95 -2.91 -0.56
C: 0.57 -2.21 -1.11
P: 0.19 -2.08 -2.75
S: 0.85 -0.41 -3.70
C: -1.63 -2.04 -2.88
C: -2.38 -1.80 -1.74
C: -3.76 -1.72 -1.82
C: -4.40 -1.88 -3.04
C: -3.64 -2.12 -4.19
C: -2.26 -2.19 -4.10
C: 0.67 -3.54 -3.73
C: 1.45 -3.44 -4.87
C: 1.81 -4.59 -5.56
C: 1.39 -5.84 -5.11
C: 0.60 -5.93 -3.97
C: 0.24 -4.79 -3.28
C: 1.68 -4.49 0.28
C: 0.38 -4.91 0.48
C: 0.12 -6.11 1.14
C: 1.18 -6.89 1.58
C: 2.49 -6.47 1.38
C: 2.74 -5.27 0.74
C: 3.35 -3.18 -1.69
C: 4.05 -2.08 -2.18
C: 5.03 -2.26 -3.14
C: 5.32 -3.53 -3.61
C: 4.62 -4.63 -3.13
C: 3.64 -4.45 -2.17
H: -1.88 -1.72 -0.78
H: -4.35 -1.54 -0.93
H: -5.47 -1.83 -3.11
H: -4.13 -2.24 -5.14
H: -1.68 -2.38 -5.00
H: 1.78 -2.47 -5.21
H: 2.43 -4.52 -6.44
H: 1.68 -6.73 -5.65
H: 0.27 -6.90 -3.62
H: -0.37 -4.86 -2.39
H: -0.43 -4.28 0.13
H: -0.90 -6.43 1.31
H: 0.99 -7.83 2.10
H: 3.31 -7.08 1.74
H: 3.76 -4.94 0.59
H: 3.81 -1.08 -1.83
H: 5.57 -1.40 -3.52
H: 6.09 -3.66 -4.36
H: 4.84 -5.62 -3.50
H: 3.09 -5.31 -1.80
C: -3.26 3.40 -1.90
N: -2.68 4.70 -1.63
C: -1.39 4.87 -0.99
P: -0.50 3.31 -0.58
C: -1.50 2.65 0.81
C: -2.02 1.36 0.70
C: -2.81 0.82 1.70
C: -3.11 1.57 2.82
C: -2.61 2.87 2.95
C: -1.80 3.40 1.95
C: 0.96 3.97 0.30
C: 1.55 3.19 1.30
C: 2.74 3.57 1.89
C: 3.37 4.75 1.50
C: 2.80 5.53 0.51
C: 1.61 5.14 -0.09
C: -3.41 5.86 -1.90
C: -4.78 5.84 -2.18
C: -5.47 7.01 -2.47
C: -4.83 8.24 -2.47
C: -3.48 8.27 -2.17
C: -2.77 7.11 -1.88
P: -2.22 2.14 -2.88
C: -1.26 3.32 -3.89
C: 0.12 3.14 -4.00
C: 0.90 4.05 -4.70
C: 0.31 5.15 -5.30
C: -1.07 5.34 -5.21
C: -1.84 4.43 -4.51
C: -3.50 1.64 -4.10
C: -3.12 1.27 -5.39
C: -4.06 0.81 -6.30
C: -5.40 0.72 -5.94
C: -5.78 1.08 -4.66
C: -4.84 1.52 -3.74
H: -4.13 3.58 -2.54
H: -3.63 2.91 -0.99
H: -1.49 5.51 -0.10
H: -0.70 5.39 -1.67
H: -1.82 0.78 -0.20
H: -3.20 -0.18 1.60
H: -3.73 1.16 3.61
H: -2.83 3.46 3.83
H: -1.40 4.40 2.06
H: 1.07 2.26 1.61
H: 3.19 2.94 2.64
H: 4.30 5.04 1.96
H: 3.28 6.45 0.20
H: 1.19 5.77 -0.87
H: -5.35 4.92 -2.16
H: -6.53 6.95 -2.68
H: -5.37 9.15 -2.70
H: -2.95 9.22 -2.15
H: -1.72 7.19 -1.66
H: 0.58 2.28 -3.52
H: 1.97 3.89 -4.78
H: 0.92 5.86 -5.84
H: -1.53 6.20 -5.67
H: -2.92 4.58 -4.44
H: -2.08 1.34 -5.68
H: -3.74 0.53 -7.30
H: -6.13 0.38 -6.66
H: -6.83 1.01 -4.37
H: -5.17 1.77 -2.74
C: 5.16 -1.63 3.92
Si: 3.76 -2.45 4.86
C: 4.14 -2.33 6.71
C: 3.61 -4.24 4.36
Si: 1.69 -1.36 4.58
Te: 0.87 -1.30 2.18
Si: 1.71 0.74 5.64
C: 3.40 1.58 5.61
C: 1.27 0.42 7.45
C: 0.43 1.89 4.89
Si: -0.07 -2.67 5.45
C: 0.20 -3.17 7.25
C: -0.28 -4.26 4.47
C: -1.64 -1.64 5.30
H: 6.09 -2.16 4.15
H: 5.29 -0.59 4.20
H: 5.01 -1.67 2.84
H: 5.04 -2.90 6.93
H: 3.33 -2.73 7.32
H: 4.32 -1.30 7.02
H: 4.57 -4.75 4.47
H: 3.29 -4.33 3.32
H: 2.88 -4.77 4.97
H: 4.23 0.88 5.74
H: 3.45 2.30 6.43
H: 3.56 2.12 4.69
H: 1.88 -0.38 7.89
H: 0.22 0.14 7.56
H: 1.45 1.33 8.02
H: 0.74 2.25 3.92
H: 0.29 2.75 5.55
H: -0.53 1.40 4.77
H: 1.11 -3.76 7.35
H: -0.63 -3.79 7.57
H: 0.27 -2.32 7.92
H: 0.61 -4.89 4.53
H: -0.47 -4.08 3.41
H: -1.12 -4.82 4.88
H: -1.62 -0.78 5.97
H: -2.52 -2.24 5.54
H: -1.77 -1.26 4.28

Largest force on an atom (eV Å⁻¹): 0.74
HOMO-LUMO gap (Ha): 0.2485
Net charge: 0
HOMO (eV): -6.79

Results of the Löwdin charge analysis, in e, for atoms 1 through 2:
1 In 0.474
2 S 0.108